Here is a structure of composition C39H53KN2OP in a non-equilibrium geometry from the Open Molecules 2025 dataset. Energies are from ωB97M-V/def2-TZVPD.

* HOMO: -2.96 eV
* lowest unoccupied orbital energy: 2.10 eV
* multiplicity: 1
* charge: -1

Structure (XYZ):
```
97
Properties=species:S:1:pos:R:3:nbo_charge:R:1
C 3.6369 -1.8732 -2.4574 -0.14
P 1.0322 -1.7533 -1.7536 0.83
C -1.9305 2.2522 1.3062 -0.07
H -4.4324 3.2179 1.7947 0.21
H 0.3481 2.8970 3.6454 0.19
C -2.6168 -0.1392 3.4717 -0.60
C -1.9105 1.1795 3.8108 -0.07
C -1.4039 -3.1090 -2.1603 -0.17
C -3.3321 -2.0237 -3.0678 -0.21
H 2.1513 3.3502 -0.3101 0.21
H -4.3637 2.3598 -1.1648 0.20
H 0.3066 -3.1475 -4.6946 0.23
H 2.7610 3.2944 2.1054 0.21
H 5.7686 -1.9214 -2.7242 0.21
C 0.9160 -2.9435 0.6898 -0.20
C -3.2577 0.3708 0.1646 -0.61
H 3.7102 -1.6162 -1.4038 0.19
H 1.5738 -5.9198 2.1469 0.20
H -2.6197 2.4620 -1.4077 0.21
N 3.3889 -1.0283 1.6410 -0.84
K 0.2372 0.9185 -0.4390 0.91
N 2.1501 0.6278 2.6667 -0.85
H 5.5895 -2.4191 -5.1583 0.20
C 1.0119 -3.8940 1.6949 -0.23
C 4.7993 -2.0327 -3.1957 -0.25
H -0.8918 1.1138 -4.0041 0.20
H -0.1896 1.6347 5.1044 0.20
C 1.1394 4.4687 1.2562 -0.09
C -0.7427 0.7718 4.7247 -0.59
H 1.8478 -6.0678 -2.4407 0.21
C 2.2616 -2.2563 -4.4009 0.01
C -2.8495 2.0576 4.6593 -0.60
H -2.8593 -0.6716 4.3981 0.19
C 1.9063 -4.9797 -2.3844 -0.64
H -1.1307 0.2226 5.5892 0.19
H -4.5584 1.5475 2.3474 0.20
C -1.1791 -0.8210 -3.0920 -0.04
H -4.2564 0.0863 -0.1885 0.20
H -3.3422 -4.0369 -2.2406 0.20
H 0.5724 -1.9438 0.9390 0.21
C 0.5818 5.8904 1.4350 -0.59
C -4.4744 2.1760 1.4631 -0.60
H 1.4162 1.3251 2.6404 0.45
H -3.2037 1.5136 5.5448 0.18
C 4.6983 -2.3000 -4.5527 -0.22
H 0.3821 -1.4452 -5.0692 0.26
H -3.7169 2.3825 4.0840 0.21
O 2.3264 0.5578 0.3986 -0.73
H 1.1622 -4.5599 -3.0616 0.23
C -2.7498 -3.1614 -2.4719 -0.36
C -0.6113 -1.9905 -2.4448 -0.51
H 1.1203 -2.6194 -6.1810 0.20
H -0.2457 6.0621 0.7416 0.21
H -5.3881 2.0366 0.8737 0.19
H -3.4627 3.7325 -0.4922 0.20
H 2.0061 4.4130 3.2573 0.20
C -1.0263 3.1564 0.6780 -0.44
C -3.4226 2.6575 -0.6911 -0.60
H 2.3678 0.1959 3.5458 0.38
C 0.0406 3.4581 1.5312 -0.05
H -0.9544 -3.9625 -1.6624 0.20
H 2.1107 -6.4662 -0.1939 0.20
C 1.7849 -5.4628 0.0594 -0.22
H -1.1841 3.6248 -0.2850 0.20
H -4.3952 -2.0286 -3.2896 0.19
C -0.4377 0.3077 -3.4378 -0.77
C 1.4742 -5.1622 1.3774 -0.22
H -2.3177 2.9536 4.9916 0.21
C 2.3638 -2.0150 -3.0199 -0.34
C 0.9478 -2.3781 -5.1306 -0.65
H -1.9629 -0.7814 2.8761 0.20
H 0.6469 0.3175 -3.3733 0.18
H 1.3556 6.6478 1.2526 0.18
C 1.2444 -3.2208 -0.6437 -0.31
H -2.5723 0.2076 -0.6756 0.21
C 2.5845 0.0907 1.5145 0.79
H 0.8544 4.4067 -0.9084 0.21
H 3.2676 -1.5978 2.4602 0.38
C -1.3968 1.9787 2.6028 -0.15
H -3.5448 -0.0017 2.9245 0.21
H 2.8899 -4.6709 -2.7460 0.23
H 3.4636 -1.5586 0.7877 0.40
C -0.1961 2.7416 2.7183 -0.43
H -2.9753 -0.3139 0.9609 0.21
H 0.1984 6.0199 2.4512 0.21
H 3.3655 -2.5927 -6.1993 0.20
H -0.0495 0.1177 4.1885 0.20
H 2.3996 5.1034 -0.3999 0.19
C 3.4425 -2.3940 -5.1351 -0.22
H -3.0767 -0.0395 -3.7966 0.19
C 1.6559 -4.5250 -0.9676 0.00
H 3.0931 5.0330 2.0044 0.19
C 2.3184 4.2875 2.2153 -0.60
H 0.7295 -3.6476 2.7125 0.21
C -3.2388 1.8505 0.6054 -0.09
C -2.5942 -0.9077 -3.3572 -0.22
C 1.6636 4.3220 -0.1782 -0.60
```

---

Here is a cluster of 2 separate species, C3H9P in total in a non-equilibrium geometry from the Open Molecules 2025 dataset. Energies are from ωB97M-V/def2-TZVPD.

* HOMO (alpha / beta): -6.31 / -9.19 eV
* lowest unoccupied orbital energy (alpha / beta): 1.00 / -2.39 eV
* energy above the lowest of the compared OMol25 structures with the same formula, charge and spin: 134.7 kJ/mol
* multiplicity: 3
* expectation value of S²: 2.01
* charge: 0

Structure (XYZ):
```
13
Properties=species:S:1:pos:R:3:nbo_charge:R:1
H -1.4518 0.8502 0.3828 0.19
H -1.8153 -1.4642 -0.9111 0.21
H -0.2506 -1.6962 -1.5876 0.23
C -1.3216 1.2962 -0.5484 -0.70
C -1.2945 -1.3256 -1.8315 -0.91
H 2.9159 -0.1502 1.4271 0.21
H -1.4565 2.3756 -0.6772 0.20
H 1.8480 -0.3555 2.8130 0.21
P -1.0956 0.6179 -2.0417 0.55
C 2.1344 0.2565 1.9837 -0.84
H -1.8190 -1.8507 -2.5817 0.23
H 1.2349 0.2302 1.2812 0.20
H 2.3716 1.2158 2.2913 0.21
```

---

Here is a cluster of 11 separate species, C33H85N3O14 in total in a non-equilibrium geometry from the Open Molecules 2025 dataset. Energies are from ωB97M-V/def2-TZVPD.

* HOMO: -7.23 eV
* lowest unoccupied orbital energy: -0.16 eV
* energy above the lowest of the compared OMol25 structures with the same formula, charge and spin: 375.3 kJ/mol
* multiplicity: 1
* charge: 0

Structure (XYZ):
```
135
Properties=species:S:1:pos:R:3:mulliken_charge:R:1
H 4.5845 2.3779 -1.4717 0.41
H -4.3114 -0.1718 4.4116 0.37
C 1.9086 4.5816 0.5335 1.46
H 2.0130 -2.9061 -5.5378 0.39
H -0.0104 5.2315 1.3183 0.32
H 4.4768 -5.1057 -3.8722 0.59
O 3.3579 -1.3091 -1.7018 0.08
H 1.1282 1.2721 1.1881 -0.11
C 2.2880 1.8182 -0.5743 1.33
O -1.3163 -4.8343 -2.0889 -0.54
H 4.2103 3.4833 -2.8158 0.47
C 1.6562 -0.6974 -3.9632 -1.05
H 3.8330 -4.1573 -6.1153 0.42
H 1.5506 -0.1519 -3.0255 -0.70
H 0.3797 3.1442 -1.8854 0.25
O -3.0666 -2.1645 2.4185 -0.54
O -1.2073 -2.6742 -0.4059 0.58
H 3.7165 -4.0523 -0.3994 0.32
C -3.3339 3.5989 5.2539 -1.60
H -3.9890 -0.4988 -3.9768 0.33
H 0.5529 6.1175 -0.2371 0.48
C 0.8238 -1.8588 0.4600 0.02
C 4.1273 -0.4866 -4.2533 -1.94
C -3.3847 -0.5013 -3.0697 -0.21
C -2.3894 1.2167 6.0139 -1.24
H -1.2129 1.5691 3.7166 0.20
H 3.2956 6.4481 0.8720 0.32
H -0.9133 -5.0125 -2.9386 0.22
H 0.4270 -2.3776 -1.5521 0.22
H -4.2883 -4.4143 2.2636 0.58
H 3.9100 0.3017 -4.9742 0.51
H 0.3257 -5.3918 0.9989 0.34
H 2.7136 2.9877 1.7674 0.39
H 4.5369 0.0243 -3.3819 0.28
H 5.8855 -2.4845 -3.1176 0.40
H -5.5246 -5.2864 1.1296 0.31
H -4.9749 1.2341 -2.2226 0.36
H 1.2366 3.9099 -3.1417 0.42
H 6.1114 -4.1560 -2.8828 0.36
H 3.9814 -0.4000 2.5900 0.33
H -4.5919 2.1461 7.4507 0.38
H -3.4976 -2.0489 0.2883 -0.11
O -3.9916 -3.6533 -1.9967 -0.64
H 0.8034 -1.3736 -4.0227 0.48
H -2.2926 5.1438 4.0192 0.56
H 1.7580 1.0988 -1.1986 -1.24
H -3.1067 1.5752 0.6364 0.25
H -3.2164 -4.3745 0.7697 0.03
C -4.0976 -3.9854 1.2798 -0.43
O -4.3371 1.7549 -2.7162 -0.61
H -4.7752 -4.1445 -1.7497 0.27
O 2.9008 5.4450 -1.4334 -0.47
H -4.5218 2.3059 1.2908 0.55
H -2.5379 -1.1876 -3.0772 0.19
N 2.6915 4.3111 -0.6930 0.28
H 4.9731 -3.1466 -5.2834 0.33
C 4.0565 -3.4709 -2.6224 1.50
H 3.5911 1.7947 -2.7846 0.05
H -3.7088 4.0189 2.2913 0.59
H -1.2676 1.4554 1.9901 -0.14
C -3.9447 -2.4427 1.2011 0.02
H -4.2002 4.2424 5.4074 0.42
C 1.7451 3.2486 1.3408 -1.91
H 1.4133 -0.6833 3.3648 0.29
H -5.7037 2.4321 6.0755 0.44
H 2.4372 5.7377 2.2662 0.41
H -2.4862 1.4676 -3.3579 0.30
C -3.5897 2.0224 5.3699 1.14
H -1.4329 3.7037 4.3239 0.15
C 5.5933 -3.2982 -2.4539 -1.70
C -1.8219 1.1974 2.8925 -0.62
C -4.8269 1.8832 6.4193 -1.65
H -2.8548 3.8626 6.1967 0.52
C -3.7447 1.5768 1.5201 -2.08
C -2.4314 4.0642 4.0765 -0.55
H 0.2916 2.2492 0.1205 -0.14
C 2.9071 5.5266 1.3056 -1.88
H -5.2639 0.9062 6.2130 0.38
C 3.8226 2.6789 -2.1906 -1.91
H -3.2686 -4.2613 -1.8423 0.32
H 2.3185 -4.3268 -1.4732 0.11
H 4.1850 -0.8761 -1.9251 0.24
H -0.0938 4.5211 -0.3186 0.33
H -2.4116 1.2333 7.1035 0.44
C 1.3509 3.1385 -2.3802 -1.43
C 3.7967 -4.2542 -3.8941 -1.30
O -5.2505 -4.5912 0.5270 -0.55
O -4.3701 -1.0668 -2.2540 -0.52
O 0.2035 -1.3656 1.6739 -0.26
H 3.8635 5.0577 1.5373 0.43
O 4.2337 0.1889 1.8788 -0.58
H 3.0608 1.1335 -0.2248 -0.22
H -1.3088 -3.2298 -1.1821 -0.10
H 4.2087 -0.3583 1.0939 0.24
H -0.4375 -0.8701 -1.0799 -0.03
C -0.1264 -1.8660 -0.7646 -0.44
C -3.1203 0.9402 -2.6453 0.37
H 1.2499 2.2184 -2.9558 0.11
H 1.0883 3.4712 2.1818 0.52
C 2.9357 -2.4295 -5.2067 -1.56
C 2.5391 3.0447 -1.4443 2.19
C -2.8293 3.5002 2.6728 -0.75
H -2.6813 1.0236 -1.6511 -0.38
H 5.9283 -3.1897 -1.4224 0.39
H -1.9579 3.5672 2.0215 -0.09
H -1.9838 0.1232 2.9827 -0.11
O -4.6816 0.4484 3.7792 -0.40
H -2.2908 0.1739 5.7125 0.17
H -4.3026 -2.0240 -2.2231 0.35
H 3.8342 -5.2406 -1.6712 0.49
H 1.5883 0.0478 -4.7558 0.44
H 1.6308 -1.1809 0.1820 -0.19
H 5.0089 -0.9292 -4.7170 0.32
H -4.8098 -1.8996 1.5815 0.57
C 1.2933 2.1271 0.5325 0.29
C 3.4058 -4.2700 -1.4212 -1.58
H -4.1235 0.5646 1.3784 -0.01
H 2.0189 5.6653 -1.7423 0.38
H -1.4344 1.6611 5.7335 0.35
H -0.6390 -1.8236 1.7187 0.06
H -1.1815 -5.6377 -1.5861 0.24
H 3.2146 -1.8533 -6.0889 0.36
N 3.2552 -2.2311 -2.7775 0.08
O -0.5253 -5.3446 0.5631 -0.75
H -0.5745 -4.4490 0.2290 0.24
O 1.8727 -0.6431 4.2036 -0.67
H -3.5897 -2.3626 3.1988 0.23
C 3.9639 -3.5531 -5.2176 -0.81
H 1.2432 -2.8232 0.7463 0.27
H 2.7845 -4.6554 -3.8428 0.36
C 0.4597 5.1948 0.3356 -1.53
H 1.6987 0.2396 4.5304 0.32
C 2.9298 -1.4416 -3.9938 2.26
N -3.9333 1.5418 3.9367 0.22
C -3.0871 1.9586 2.8062 2.06
```

---

Here is the molecule C4H7N3 in a non-equilibrium geometry from the Open Molecules 2025 dataset. Energies are from ωB97M-V/def2-TZVPD.

* HOMO: -9.46 eV
* lowest unoccupied orbital energy: 1.11 eV
* energy above the lowest of the compared OMol25 structures with the same formula, charge and spin: 77.3 kJ/mol
* multiplicity: 1
* charge: 0

Structure (XYZ):
```
14
Properties=species:S:1:pos:R:3:nbo_charge:R:1
H 2.6533 -0.6814 -0.9626 0.20
H 2.2525 -1.7141 0.4368 0.22
H 3.1569 -0.1732 0.6435 0.22
C 2.3762 -0.7053 0.1008 -0.41
N 1.0812 -0.1519 0.4102 -0.01
N 1.0239 1.1511 0.2531 -0.23
N -0.0697 -0.8119 0.2492 -0.25
C -0.2452 1.3641 -0.0018 -0.10
H -2.7680 0.3431 -1.1097 0.22
H -0.5839 2.3595 -0.1749 0.21
C -2.3960 -0.1377 -0.2005 -0.64
C -0.9488 0.1488 0.0042 0.10
H -2.9918 0.2257 0.6416 0.22
H -2.5406 -1.2168 -0.2899 0.23
```

---

Number 1: DFT total energy -2644.02516 Ha. Number 2: DFT total energy -460.86693 Ha. Number 3: DFT total energy -2525.64131 Ha. Number 4: DFT total energy -320.85385 Ha.